(1)
The following is a DFT calculation (ωB97M-V/def2-TZVPD) of a 3-piece molecular cluster, C23H57BrO16P5 overall in a non-equilibrium geometry.

XYZ file:
```
102
Properties=species:S:1:pos:R:3:lowdin_charge:R:1
C 7.694 3.959 1.348 -0.102
C 6.588 2.764 1.069 -0.297
O 6.859 1.733 2.068 -0.320
P 5.807 0.353 1.848 0.772
O 5.462 0.061 0.353 -0.348
C 4.253 0.743 2.928 -0.265
C 2.847 0.513 2.133 -0.342
P 2.472 1.802 0.775 0.478
O 2.339 0.386 -0.275 -0.400
C 0.963 -0.163 -0.254 -0.232
C -0.045 1.129 0.019 -0.484
C -1.395 0.373 0.490 -0.175
C -2.561 1.332 1.085 -0.671
C -2.873 1.119 2.669 -0.173
Br -2.294 3.284 0.792 0.663
P -0.176 1.840 -1.764 0.738
O -1.721 1.751 -2.135 -0.430
O 0.254 3.503 -1.882 -0.234
O 0.756 0.982 -2.931 -0.205
O 0.728 1.895 1.012 -0.383
O 6.655 -1.070 2.426 -0.295
C 7.949 -1.203 1.743 -0.302
C 7.889 -2.019 0.343 -0.119
H 8.528 3.874 0.526 0.076
H 7.162 4.984 1.321 0.068
H 8.125 3.820 2.419 0.075
H 6.669 2.412 -0.029 0.123
H 5.548 3.290 1.203 0.111
H 4.326 1.784 3.443 0.092
H 4.301 -0.044 3.799 0.086
H 1.967 0.488 2.913 0.091
H 2.896 -0.584 1.715 0.081
H 3.860 2.089 0.518 -0.044
H 2.501 2.912 1.732 -0.001
H 2.238 2.596 -0.406 -0.009
H 0.699 -0.884 -1.118 0.117
H 0.930 -0.876 0.670 0.110
H -1.864 -0.271 -0.367 0.130
H -1.085 -0.394 1.318 0.121
H -3.550 1.044 0.522 0.101
H -2.676 0.003 2.906 0.077
H -3.999 1.418 2.818 0.081
H -2.224 1.858 3.280 0.071
H -0.287 4.030 -1.217 0.055
H 0.164 0.249 -3.284 0.092
H 8.483 -0.198 1.534 0.113
H 8.628 -1.826 2.471 0.120
H 7.866 -1.264 -0.545 0.079
H 7.024 -2.780 0.260 0.080
H 8.892 -2.623 0.250 0.073
O 1.991 -6.784 1.746 -0.243
P 1.169 -5.852 2.659 0.710
O -0.210 -5.871 1.738 -0.228
C -0.922 -7.086 1.587 -0.306
C -1.700 -7.427 2.843 -0.087
O 1.796 -4.425 2.087 -0.222
C 3.053 -4.396 1.419 -0.294
C 2.872 -4.550 -0.080 -0.068
O 0.299 -4.845 3.756 -0.193
C 0.078 -5.313 5.077 -0.315
C 1.235 -6.108 5.652 -0.094
H -0.245 -7.901 1.315 0.105
H -1.620 -6.949 0.756 0.119
H -1.018 -7.698 3.654 0.062
H -2.367 -8.276 2.668 0.077
H -2.296 -6.573 3.178 0.083
H 3.728 -5.153 1.830 0.102
H 3.510 -3.423 1.628 0.115
H 2.245 -5.409 -0.336 0.068
H 3.837 -4.667 -0.579 0.076
H 2.370 -3.670 -0.494 0.075
H -0.842 -5.901 5.103 0.095
H -0.092 -4.432 5.702 0.123
H 1.389 -7.040 5.097 0.065
H 1.040 -6.368 6.696 0.082
H 2.166 -5.535 5.596 0.089
O -7.071 3.066 -2.942 -0.241
P -6.634 3.724 -4.266 0.715
O -5.701 4.909 -3.579 -0.233
C -4.534 4.538 -2.863 -0.294
C -3.416 4.136 -3.805 -0.078
O -8.010 4.629 -4.488 -0.231
C -9.227 4.272 -3.845 -0.310
C -9.360 4.977 -2.507 -0.081
O -6.154 4.371 -5.791 -0.198
C -5.418 3.543 -6.677 -0.315
C -5.841 2.086 -6.655 -0.094
H -4.752 3.736 -2.154 0.105
H -4.220 5.412 -2.284 0.119
H -3.654 3.189 -4.299 0.066
H -2.477 4.004 -3.260 0.060
H -3.270 4.892 -4.582 0.080
H -9.308 3.186 -3.743 0.101
H -10.046 4.587 -4.501 0.111
H -8.470 4.855 -1.884 0.073
H -10.223 4.598 -1.954 0.073
H -9.486 6.054 -2.655 0.075
H -4.352 3.636 -6.457 0.099
H -5.570 3.941 -7.684 0.119
H -5.634 1.629 -5.682 0.070
H -5.298 1.519 -7.415 0.083
H -6.916 1.991 -6.841 0.084
```

Results
Maximum force = 9.58 eV Å⁻¹
2S+1 = 1
Charge = -1
Highest occupied orbital energy = -0.172 Eh

---

(2)
The following is a DFT calculation (ωB97M-V/def2-TZVPD) of a 6-piece molecular cluster, C23H57IO9S6 overall in a non-equilibrium geometry.

XYZ file:
```
96
Properties=species:S:1:pos:R:3:lowdin_charge:R:1
C -2.847 -5.663 -1.718 -0.132
O -3.281 -4.377 -2.284 -0.290
C -2.459 -4.018 -3.486 -0.192
C -0.941 -3.746 -2.929 -0.193
C -0.137 -2.522 -3.676 -0.208
C 1.354 -2.441 -2.925 -0.223
C 2.091 -0.987 -3.092 -0.204
C 2.544 -0.461 -1.590 -0.226
C 1.669 0.854 -1.072 -0.193
C 2.258 1.245 0.442 -0.213
C 2.684 2.822 0.581 -0.212
C 1.363 3.697 1.095 -0.203
C 0.876 4.811 -0.036 -0.160
C -0.362 5.738 0.566 -0.251
O -1.057 6.346 -0.612 -0.408
S -2.214 5.200 -1.182 0.843
O -1.949 4.977 -2.712 -0.450
O -3.770 5.887 -0.967 -0.953
I -4.475 5.168 0.830 0.864
H -3.707 -5.998 -0.961 0.112
H -2.730 -6.522 -2.504 0.100
H -1.865 -5.614 -1.074 0.070
H -2.846 -3.040 -3.999 0.112
H -2.491 -4.891 -4.295 0.134
H -0.299 -4.724 -2.978 0.115
H -1.060 -3.413 -1.790 0.101
H 0.092 -2.754 -4.818 0.116
H -0.692 -1.482 -3.536 0.121
H 1.974 -3.337 -3.396 0.111
H 1.126 -2.736 -1.791 0.096
H 1.500 -0.195 -3.720 0.111
H 3.109 -1.194 -3.678 0.106
H 2.393 -1.293 -0.759 0.110
H 3.693 -0.179 -1.574 0.108
H 1.715 1.762 -1.820 0.112
H 0.573 0.445 -0.890 0.108
H 3.202 0.566 0.687 0.106
H 1.435 0.972 1.242 0.106
H 3.197 3.284 -0.366 0.115
H 3.472 2.895 1.473 0.069
H 1.666 4.271 2.095 0.112
H 0.501 2.937 1.379 0.091
H 1.785 5.559 -0.188 0.121
H 0.589 4.313 -1.070 0.117
H 0.019 6.641 1.232 0.144
H -1.099 5.065 1.179 0.062
C -2.682 -3.226 2.054 -0.256
S -2.154 -2.258 0.619 0.797
O -0.655 -2.208 0.636 -0.577
C -2.759 -0.668 1.236 -0.276
H -2.371 -4.263 1.906 0.047
H -2.216 -2.834 2.962 0.053
H -3.770 -3.184 2.142 0.054
H -2.288 -0.435 2.194 0.052
H -3.844 -0.710 1.351 0.037
H -2.503 0.107 0.509 0.052
C 7.765 3.795 2.516 -0.271
S 6.106 4.446 2.829 0.830
O 5.180 3.823 1.827 -0.567
C 6.458 6.130 2.271 -0.271
H 7.772 2.730 2.760 0.051
H 8.025 3.926 1.462 0.058
H 8.487 4.316 3.148 0.051
H 6.800 6.117 1.233 0.059
H 7.223 6.575 2.912 0.051
H 5.541 6.720 2.343 0.050
C 1.878 -8.586 -0.497 -0.275
S 1.170 -7.174 0.386 0.818
O -0.280 -7.090 0.013 -0.566
C 2.050 -5.906 -0.558 -0.266
H 1.438 -9.503 -0.095 0.049
H 1.652 -8.513 -1.563 0.057
H 2.960 -8.608 -0.343 0.051
H 1.812 -5.998 -1.620 0.051
H 3.125 -6.015 -0.402 0.053
H 1.731 -4.923 -0.200 0.048
C -5.651 -2.079 -3.116 -0.253
S -5.412 -0.554 -2.173 0.835
O -4.853 -0.934 -0.835 -0.569
C -7.172 -0.198 -1.947 -0.272
H -4.670 -2.506 -3.340 0.009
H -6.232 -2.795 -2.529 0.066
H -6.168 -1.853 -4.052 0.056
H -7.658 -1.030 -1.433 0.056
H -7.639 -0.033 -2.921 0.051
H -7.268 0.708 -1.343 0.048
C 0.137 2.959 5.367 -0.261
S -1.225 3.615 4.373 0.831
O -0.726 3.764 2.967 -0.582
C -1.229 5.260 5.126 -0.264
H 0.345 1.937 5.040 0.054
H 1.031 3.572 5.228 0.059
H -0.151 2.949 6.421 0.052
H -0.251 5.731 5.002 0.059
H -1.473 5.175 6.188 0.052
H -1.989 5.868 4.630 0.049
```

Results
Maximum force = 5.87 eV Å⁻¹
2S+1 = 1
Highest occupied orbital energy = -0.301 Eh

---

(3)
The following is a DFT calculation (ωB97M-V/def2-TZVPD) of C23H58B4ClO16P3 as an isolated structure in a non-equilibrium geometry.

XYZ file:
```
105
Properties=species:S:1:pos:R:3:lowdin_charge:R:1
C -4.745 -4.842 4.755 -0.111
C -3.992 -3.923 3.767 -0.156
B -3.726 -4.600 2.365 -0.301
O -3.767 -5.967 2.261 0.146
B -3.348 -3.601 1.022 -0.363
O -4.344 -2.770 0.485 0.244
B -4.039 -2.092 -0.675 -0.326
O -2.888 -2.438 -1.359 0.258
B -1.883 -2.561 -0.399 -0.597
C -0.712 -1.508 -0.350 -0.059
C 0.567 -1.850 -1.153 -0.661
C 0.719 -0.955 -2.400 -0.111
Cl 0.677 -3.582 -1.656 0.713
O -2.057 -3.605 0.506 0.238
H -4.502 -4.594 5.787 0.065
H -5.815 -4.714 4.595 0.072
H -4.506 -5.892 4.597 0.062
H -3.054 -3.578 4.214 0.107
H -4.587 -3.027 3.565 0.100
H -3.851 -6.210 1.332 0.098
H -4.688 -1.184 -1.083 0.119
H -1.112 -0.600 -0.802 0.107
H -0.516 -1.294 0.702 0.120
H 1.416 -1.644 -0.509 0.089
H 1.531 -0.248 -2.225 0.071
H 0.953 -1.543 -3.282 0.057
H -0.173 -0.365 -2.596 0.076
O 0.426 4.843 1.625 -0.217
P -0.744 4.004 1.327 0.457
O -1.347 3.403 2.694 -0.181
C -1.628 4.273 3.790 -0.274
C -2.893 5.080 3.570 -0.073
O -0.161 2.635 0.710 -0.194
C 1.230 2.471 0.441 -0.277
C 1.950 1.863 1.628 -0.066
O -2.034 3.960 0.383 -0.160
C -2.690 5.148 -0.109 -0.254
C -1.739 6.284 -0.422 -0.083
H -0.777 4.933 3.977 0.111
H -1.744 3.633 4.664 0.119
H -2.751 5.815 2.772 0.062
H -3.169 5.620 4.475 0.080
H -3.718 4.427 3.282 0.086
H 1.687 3.416 0.147 0.105
H 1.307 1.800 -0.417 0.105
H 1.713 2.396 2.549 0.075
H 3.030 1.883 1.475 0.079
H 1.641 0.826 1.769 0.069
H -3.449 5.465 0.610 0.104
H -3.218 4.850 -1.013 0.120
H -1.217 6.629 0.474 0.065
H -2.286 7.131 -0.836 0.085
H -0.983 5.969 -1.144 0.089
O -2.332 -8.795 -2.221 -0.220
P -0.962 -9.290 -2.019 0.451
O -0.861 -10.025 -0.589 -0.182
C -1.821 -11.018 -0.231 -0.277
C -1.572 -12.336 -0.942 -0.075
O -0.055 -7.999 -1.719 -0.184
C -0.592 -6.676 -1.800 -0.289
C -1.112 -6.201 -0.465 -0.074
O 0.232 -10.021 -2.804 -0.163
C 0.015 -10.910 -3.916 -0.262
C -1.141 -10.504 -4.806 -0.087
H -2.832 -10.656 -0.433 0.111
H -1.729 -11.156 0.846 0.118
H -1.779 -12.245 -2.012 0.061
H -2.218 -13.117 -0.542 0.079
H -0.532 -12.643 -0.825 0.085
H -1.360 -6.622 -2.572 0.111
H 0.220 -6.022 -2.112 0.054
H -1.773 -6.935 0.001 0.081
H -1.634 -5.254 -0.582 0.051
H -0.284 -6.039 0.227 0.093
H -0.123 -11.929 -3.543 0.102
H 0.940 -10.908 -4.491 0.119
H -2.091 -10.530 -4.266 0.066
H -1.221 -11.184 -5.654 0.082
H -1.002 -9.490 -5.182 0.087
O 4.929 7.308 -1.105 -0.220
P 4.336 8.530 -0.541 0.449
O 2.936 8.184 0.164 -0.182
C 2.859 7.108 1.107 -0.271
C 3.461 7.487 2.447 -0.068
O 3.796 9.383 -1.798 -0.194
C 4.033 8.961 -3.139 -0.286
C 2.901 8.095 -3.654 -0.074
O 4.748 9.861 0.255 -0.164
C 5.872 9.923 1.154 -0.261
C 7.054 9.084 0.715 -0.087
H 3.344 6.216 0.705 0.113
H 1.804 6.879 1.232 0.092
H 4.547 7.601 2.371 0.061
H 3.259 6.714 3.189 0.080
H 3.049 8.433 2.799 0.085
H 4.989 8.445 -3.219 0.104
H 4.108 9.869 -3.740 0.115
H 2.664 7.297 -2.950 0.073
H 3.163 7.652 -4.616 0.076
H 1.996 8.691 -3.783 0.074
H 5.547 9.638 2.158 0.102
H 6.163 10.971 1.203 0.119
H 6.802 8.021 0.690 0.066
H 7.886 9.214 1.407 0.082
H 7.381 9.370 -0.285 0.087
```

Results
Maximum force = 5.07 eV Å⁻¹
2S+1 = 1
Highest occupied orbital energy = -0.352 Eh

---

(4)
The following is a DFT calculation (ωB97M-V/def2-TZVPD) of a 5-piece molecular cluster, C23H58BN2O6 overall in a non-equilibrium geometry.

XYZ file:
```
90
Properties=species:S:1:pos:R:3:lowdin_charge:R:1
C 4.717 -2.484 3.758 -0.123
C 4.058 -0.962 3.615 -0.227
C 2.612 -1.051 4.451 -0.153
C 1.845 0.388 4.287 -0.277
C 1.524 1.028 5.771 -0.064
N 0.695 0.416 3.310 -0.093
C 1.062 -0.238 1.960 -0.062
C -0.062 0.201 0.850 -0.125
O -1.397 -0.197 1.321 -0.187
C -1.732 0.450 2.620 -0.081
C -0.657 0.021 3.833 -0.109
B -0.920 -1.573 4.095 -0.384
O -0.792 -2.636 3.034 0.033
N -1.380 -2.132 5.464 -0.162
C -2.879 -2.044 5.621 -0.091
C -0.620 -1.500 6.605 -0.124
H 5.131 -2.665 4.838 0.085
H 3.824 -3.263 3.611 0.088
H 5.490 -2.727 2.898 0.063
H 4.759 -0.110 4.003 0.120
H 3.835 -0.835 2.450 0.102
H 2.912 -1.200 5.596 0.137
H 2.054 -1.973 3.995 0.116
H 2.664 1.120 3.814 0.164
H 2.410 1.784 6.034 0.111
H 0.544 1.669 5.825 0.089
H 1.590 0.198 6.627 0.088
H 0.596 1.446 3.046 0.195
H 1.266 -1.384 2.039 0.154
H 2.106 0.262 1.671 0.156
H 0.020 1.386 0.733 0.152
H 0.246 -0.240 -0.194 0.149
H -2.828 0.113 2.906 0.157
H -1.710 1.617 2.426 0.155
H -1.035 0.603 4.774 0.154
H -1.674 -2.558 2.542 0.129
H -3.324 -3.136 5.446 0.118
H -3.422 -1.329 4.871 0.088
H -3.104 -1.788 6.761 0.115
H 0.533 -1.806 6.602 0.106
H -1.056 -1.987 7.604 0.118
H -0.779 -0.341 6.729 0.086
C 6.950 -3.406 -1.210 -0.061
C 6.368 -2.317 -0.324 -0.501
C 6.999 -0.966 -0.620 -0.065
O 6.589 -2.652 1.043 -0.087
H 8.028 -3.514 -1.042 0.085
H 6.496 -4.375 -0.978 0.083
H 6.783 -3.186 -2.269 0.085
H 5.285 -2.258 -0.476 0.137
H 8.078 -0.987 -0.430 0.085
H 6.579 -0.193 0.034 0.075
H 6.833 -0.672 -1.661 0.084
H 7.548 -2.706 1.188 0.102
C -1.820 -0.554 -2.487 -0.073
C -0.692 -0.054 -3.374 -0.507
C -1.223 0.788 -4.524 -0.063
O 0.027 -1.168 -3.897 -0.056
H -2.512 -1.188 -3.052 0.091
H -1.424 -1.168 -1.671 0.066
H -2.383 0.280 -2.056 0.067
H 0.011 0.539 -2.778 0.128
H -1.893 0.201 -5.162 0.090
H -0.401 1.131 -5.162 0.075
H -1.768 1.662 -4.155 0.080
H -0.588 -1.700 -4.428 0.097
C -7.027 2.102 -1.772 -0.065
C -6.157 0.932 -2.201 -0.499
C -5.291 0.435 -1.053 -0.074
O -5.321 1.336 -3.282 -0.062
H -6.413 2.949 -1.447 0.080
H -7.635 2.457 -2.611 0.084
H -7.694 1.818 -0.952 0.081
H -6.790 0.115 -2.564 0.143
H -4.616 1.224 -0.703 0.076
H -4.661 -0.399 -1.380 0.068
H -5.906 0.102 -0.211 0.080
H -4.755 2.061 -2.969 0.088
C -3.090 3.126 -8.441 -0.064
C -1.883 3.463 -7.579 -0.504
C -1.036 4.554 -8.213 -0.067
O -1.090 2.292 -7.400 -0.073
H -2.778 2.756 -9.424 0.083
H -3.683 2.330 -7.978 0.081
H -3.729 4.002 -8.584 0.082
H -2.218 3.786 -6.587 0.137
H -0.652 4.235 -9.188 0.083
H -0.165 4.777 -7.588 0.080
H -1.614 5.473 -8.350 0.082
H -0.788 1.998 -8.275 0.097
```

Results
Maximum force = 4.19 eV Å⁻¹
2S+1 = 1
Charge = +1
Highest occupied orbital energy = -0.424 Eh